Here is 10 unconnected molecules or ions with the total composition C30H40O30 in a non-equilibrium geometry from OMol25. Energies are from wB97M-V/def2-TZVPD.

Each atom is followed by the atoms it is bonded to, with distances in Å.
CARTESIAN COORDINATES (ANGSTROEM)
1 C 33.47 -11.83 -23.64  C2 1.531, O6 1.403, H7 1.090, H8 1.090
2 C 33.64 -13.34 -23.79  C1 1.531, O3 1.429, H9 1.090, H10 1.090
3 O 33.12 -13.74 -22.51  C2 1.429, C4 1.393
4 C 32.87 -12.65 -21.68  O3 1.393, O5 1.239, O6 1.338
5 O 32.49 -12.83 -20.52  C4 1.239
6 O 33.32 -11.54 -22.27  C1 1.403, C4 1.338
7 H 32.53 -11.66 -24.17  C1 1.090
8 H 34.29 -11.23 -24.04  C1 1.090
9 H 34.69 -13.62 -23.86  C2 1.090
10 H 33.01 -13.71 -24.60  C2 1.090
11 C 28.07 -14.08 -21.57  C12 1.476, O16 1.399, H17 1.090, H18 1.090
12 C 27.72 -12.82 -22.25  C11 1.476, O13 1.366, H19 1.090, H20 1.090
13 O 28.67 -12.58 -23.20  C12 1.366, C14 1.393
14 C 29.66 -13.55 -23.11  O13 1.393, O15 1.165, O16 1.369
15 O 30.54 -13.67 -23.86  C14 1.165
16 O 29.27 -14.47 -22.16  C11 1.399, C14 1.369
17 H 27.23 -14.74 -21.77  C11 1.090
18 H 28.16 -13.82 -20.51  C11 1.090
19 H 27.70 -12.07 -21.45  C12 1.090
20 H 26.71 -12.80 -22.66  C12 1.090
21 C 30.10 -13.72 -18.54  C22 1.493, O26 1.424, H27 1.090, H28 1.090
22 C 31.14 -14.40 -17.71  C21 1.493, O23 1.453, H29 1.090, H30 1.090
23 O 31.37 -13.49 -16.60  C22 1.453, C24 1.402
24 C 30.85 -12.24 -16.96  O23 1.402, O25 1.217, O26 1.331
25 O 30.97 -11.25 -16.27  C24 1.217
26 O 30.23 -12.36 -18.14  C21 1.424, C24 1.331
27 H 29.08 -14.09 -18.46  C21 1.090
28 H 30.30 -14.00 -19.58  C21 1.090
29 H 32.03 -14.53 -18.33  C22 1.090
30 H 31.02 -15.42 -17.34  C22 1.090
31 C 27.21 -10.99 -16.53  C32 1.504, O36 1.422, H37 1.090, H38 1.090
32 C 27.84 -9.75 -15.97  C31 1.504, O33 1.428, H39 1.090, H40 1.090
33 O 27.52 -9.73 -14.58  C32 1.428, C34 1.401
34 C 27.02 -10.99 -14.23  O33 1.401, O35 1.236, O36 1.378
35 O 27.00 -11.32 -13.04  C34 1.236
36 O 26.73 -11.68 -15.38  C31 1.422, C34 1.378
37 H 27.85 -11.59 -17.17  C31 1.090
38 H 26.38 -10.67 -17.16  C31 1.090
39 H 27.51 -8.87 -16.52  C32 1.090
40 H 28.93 -9.78 -16.04  C32 1.090
41 C 26.07 -17.87 -20.72  C42 1.473, O46 1.435, H47 1.090, H48 1.090
42 C 26.39 -18.60 -19.48  C41 1.473, O43 1.400, H49 1.090, H50 1.090
43 O 27.60 -18.08 -19.00  C42 1.400, C44 1.375
44 C 28.09 -17.15 -19.88  O43 1.375, O45 1.239, O46 1.319
45 O 29.18 -16.57 -19.75  C44 1.239
46 O 27.19 -16.97 -20.83  C41 1.435, C44 1.319
47 H 25.09 -17.40 -20.63  C41 1.090
48 H 26.03 -18.65 -21.47  C41 1.090
49 H 26.44 -19.68 -19.64  C42 1.090
50 H 25.65 -18.51 -18.68  C42 1.090
51 C 31.41 -8.24 -12.64  C52 1.505, O56 1.419, H57 1.090, H58 1.090
52 C 30.51 -9.05 -13.54  C51 1.505, O53 1.358, H59 1.090, H60 1.090
53 O 29.90 -9.94 -12.72  C52 1.358, C54 1.355
54 C 29.98 -9.50 -11.44  O53 1.355, O55 1.261, O56 1.300
55 O 29.51 -10.11 -10.44  C54 1.261
56 O 30.85 -8.54 -11.37  C51 1.419, C54 1.300
57 H 31.34 -7.19 -12.92  C51 1.090
58 H 32.46 -8.52 -12.69  C51 1.090
59 H 31.16 -9.56 -14.26  C52 1.090
60 H 29.75 -8.47 -14.06  C52 1.090
61 C 35.02 -14.04 -17.86  C62 1.508, O66 1.428, H67 1.090, H68 1.090
62 C 35.13 -14.07 -16.36  C61 1.508, O63 1.389, H69 1.090, H70 1.090
63 O 36.43 -14.53 -16.21  C62 1.389, C64 1.371
64 C 37.19 -14.15 -17.30  O63 1.371, O65 1.215, O66 1.317
65 O 38.40 -14.08 -17.32  C64 1.215
66 O 36.36 -13.81 -18.27  C61 1.428, C64 1.317
67 H 34.36 -13.30 -18.33  C61 1.090
68 H 34.62 -14.95 -18.31  C61 1.090
69 H 34.36 -14.76 -16.02  C62 1.090
70 H 34.88 -13.04 -16.09  C62 1.090
71 C 34.16 -9.68 -16.93  C72 1.546, O76 1.392, H77 1.090, H78 1.090
72 C 34.53 -8.57 -15.93  C71 1.546, O73 1.467, H79 1.090, H80 1.090
73 O 35.94 -8.92 -15.75  C72 1.467, C74 1.293
74 C 36.31 -9.99 -16.39  O73 1.293, O75 1.246, O76 1.353
75 O 37.43 -10.52 -16.38  C74 1.246
76 O 35.26 -10.54 -17.04  C71 1.392, C74 1.353
77 H 34.01 -9.16 -17.88  C71 1.090
78 H 33.30 -10.16 -16.46  C71 1.090
79 H 33.89 -8.64 -15.05  C72 1.090
80 H 34.58 -7.57 -16.37  C72 1.090
81 C 24.16 -13.90 -21.14  C82 1.536, O86 1.391, H87 1.090, H88 1.090
82 C 23.19 -13.29 -20.12  C81 1.536, O83 1.435, H89 1.090, H90 1.090
83 O 24.06 -13.04 -19.01  C82 1.435, C84 1.386
84 C 25.36 -13.43 -19.27  O83 1.386, O85 1.199, O86 1.359
85 O 26.34 -13.32 -18.58  C84 1.199
86 O 25.36 -14.09 -20.46  C81 1.391, C84 1.359
87 H 24.34 -13.36 -22.06  C81 1.090
88 H 23.81 -14.89 -21.42  C81 1.090
89 H 22.35 -13.90 -19.79  C82 1.090
90 H 22.84 -12.34 -20.51  C82 1.090
91 C 30.72 -19.68 -17.08  C92 1.533, O96 1.395, H97 1.090, H98 1.090
92 C 31.79 -20.22 -18.04  C91 1.533, O93 1.409, H99 1.090, H100 1.090
93 O 32.80 -19.25 -17.93  C92 1.409, C94 1.372
94 C 32.33 -18.05 -17.46  O93 1.372, O95 1.242, O96 1.395
95 O 32.97 -17.00 -17.28  C94 1.242
96 O 31.09 -18.35 -16.89  C91 1.395, C94 1.395
97 H 30.64 -20.28 -16.18  C91 1.090
98 H 29.71 -19.79 -17.45  C91 1.090
99 H 31.36 -20.22 -19.04  C92 1.090
100 H 32.14 -21.16 -17.60  C92 1.090

Output
2S+1	2
total charge	+1
Kohn-Sham gap (spin up / spin down)	8.400 / 1.884	eV
lowest unoccupied orbital energy (spin up / spin down)	-3.09 / -9.61	eV

***

Here is 4 unconnected molecules or ions with the total composition C30H41BN3O11 in a non-equilibrium geometry from OMol25. Energies are from wB97M-V/def2-TZVPD.

Each atom is followed by the atoms it is bonded to, with distances in Å.
CARTESIAN COORDINATES (ANGSTROEM)
1 C 0.67 -0.43 3.01  C2 1.204, H28 1.085
2 C -0.22 -0.95 2.39  C1 1.204, C3 1.519
3 C -1.31 -1.49 1.47  C2 1.519, N4 1.472, H29 1.110, H30 1.103
4 N -1.88 -0.34 0.75  C3 1.472, C5 1.371, C20 1.372
5 C -2.96 0.40 1.16  N4 1.371, C6 1.530, C10 1.399
6 C -3.85 0.27 2.40  C5 1.530, B7 1.608, H31 1.116, H32 1.107
7 B -4.65 -1.12 2.53  C6 1.608, O8 1.397, O9 1.399
8 O -5.21 -1.41 3.78  B7 1.397, H33 0.969
9 O -4.86 -2.03 1.49  B7 1.399, H34 0.974
10 C -3.20 1.40 0.21  C5 1.399, C11 1.524, N14 1.396
11 C -4.31 2.44 0.19  C10 1.524, O12 1.438, H35 1.106, H36 1.105
12 O -5.43 1.80 -0.43  C11 1.438, O13 1.403
13 O -6.60 2.18 0.25  O12 1.403, H37 0.973
14 N -2.17 1.18 -0.70  C10 1.396, C15 1.474, C20 1.339
15 C -2.09 2.11 -1.84  N14 1.474, C16 1.574, H38 1.111, H39 1.109
16 C -1.57 3.56 -1.49  C15 1.574, C17 1.549, H40 1.114, H41 1.109
17 C -0.66 3.67 -0.25  C16 1.549, N18 1.429, O19 1.211
18 N -1.11 3.46 1.09  C17 1.429, H42 1.017, H43 1.016
19 O 0.50 3.99 -0.42  C17 1.211
20 C -1.37 0.15 -0.42  N4 1.372, N14 1.339, C21 1.524
21 C -0.19 -0.34 -1.25  C20 1.524, C22 1.535, H44 1.112, H45 1.115
22 C 1.20 0.01 -0.69  C21 1.535, C23 1.413, C27 1.428
23 C 1.82 1.25 -0.93  C22 1.413, C24 1.406, H46 1.098
24 C 3.09 1.60 -0.43  C23 1.406, C25 1.421, H47 1.098
25 C 3.81 0.64 0.34  C24 1.421, C26 1.416, H48 1.093
26 C 3.23 -0.62 0.59  C25 1.416, C27 1.414, H49 1.100
27 C 1.95 -0.94 0.07  C22 1.428, C26 1.414, H50 1.107
28 H 1.41 0.21 3.47  C1 1.085
29 H -0.89 -2.20 0.73  C3 1.110
30 H -2.10 -1.97 2.07  C3 1.103
31 H -3.22 0.37 3.32  C6 1.116
32 H -4.58 1.10 2.43  C6 1.107
33 H -4.56 -1.27 4.48  O8 0.969
34 H -4.05 -2.57 1.46  O9 0.974
35 H -4.06 3.31 -0.45  C11 1.106
36 H -4.55 2.82 1.19  C11 1.105
37 H -7.19 1.41 0.13  O13 0.973
38 H -3.08 2.23 -2.31  C15 1.111
39 H -1.40 1.70 -2.60  C15 1.109
40 H -2.39 4.30 -1.35  C16 1.114
41 H -0.98 3.94 -2.35  C16 1.109
42 H -1.57 4.27 1.48  N18 1.017
43 H -0.34 3.18 1.70  N18 1.016
44 H -0.23 0.06 -2.29  C21 1.112
45 H -0.25 -1.45 -1.37  C21 1.115
46 H 1.28 1.99 -1.54  C23 1.098
47 H 3.55 2.57 -0.62  C24 1.098
48 H 4.80 0.93 0.70  C25 1.093
49 H 3.81 -1.35 1.17  C26 1.100
50 H 1.52 -1.94 0.27  C27 1.107
51 O 1.53 2.29 -3.85  C52 1.201
52 C 2.60 1.95 -4.28  O51 1.201, O53 1.352, C56 1.512
53 O 3.26 0.86 -3.84  C52 1.352, C54 1.438
54 C 4.55 0.79 -4.47  O53 1.438, C55 1.517, H57 1.093, H58 1.088
55 C 4.41 1.61 -5.75  C54 1.517, C56 1.522, H59 1.089, H60 1.092
56 C 3.40 2.67 -5.33  C52 1.512, C55 1.522, H61 1.092, H62 1.087
57 H 5.30 1.21 -3.79  C54 1.093
58 H 4.80 -0.25 -4.68  C54 1.088
59 H 5.36 2.01 -6.10  C55 1.089
60 H 3.99 0.99 -6.54  C55 1.092
61 H 3.89 3.54 -4.88  C56 1.092
62 H 2.78 2.98 -6.17  C56 1.087
63 O 6.08 -1.88 2.30  C64 1.196
64 C 6.31 -0.88 2.90  O63 1.196, O65 1.361, C68 1.512
65 O 5.75 0.32 2.60  C64 1.361, C66 1.439
66 C 6.32 1.35 3.43  O65 1.439, C67 1.518, H69 1.093, H70 1.089
67 C 6.87 0.62 4.64  C66 1.518, C68 1.522, H71 1.089, H72 1.092
68 C 7.29 -0.72 4.04  C64 1.512, C67 1.522, H73 1.091, H74 1.087
69 H 7.09 1.87 2.86  C66 1.093
70 H 5.55 2.07 3.71  C66 1.089
71 H 7.68 1.15 5.13  C67 1.089
72 H 6.08 0.46 5.37  C67 1.092
73 H 8.30 -0.69 3.64  C68 1.091
74 H 7.18 -1.53 4.76  C68 1.087
75 O -2.41 -5.83 -0.91  C76 1.195
76 C -3.56 -5.59 -0.70  O75 1.195, O77 1.362, C80 1.515
77 O -3.98 -4.72 0.25  C76 1.362, C78 1.439
78 C -5.42 -4.73 0.31  O77 1.439, C79 1.516, H81 1.093, H82 1.084
79 C -5.87 -5.25 -1.04  C78 1.516, C80 1.524, H83 1.089, H84 1.093
80 C -4.75 -6.20 -1.41  C76 1.515, C79 1.524, H85 1.091, H86 1.087
81 H -5.73 -5.38 1.13  C78 1.093
82 H -5.78 -3.72 0.51  C78 1.084
83 H -6.86 -5.71 -1.01  C79 1.089
84 H -5.91 -4.43 -1.76  C79 1.093
85 H -4.92 -7.21 -1.01  C80 1.091
86 H -4.59 -6.24 -2.48  C80 1.087

Output
total charge	+1
Kohn-Sham gap	9.066	eV
lowest unoccupied orbital energy	-1.96	eV

***

How do the records compare in energy? In the order shown, they have -93170.245; -59436.799 eV.